1.
The molecule C14H28N3OP, computed with ωB97M-V with the def2-TZVPD basis set.

The molecular weight comes out at 285.37 g mol⁻¹. Its HOMO energy is -0.3034 Eh.

Element x y z (Å)
1 N -2.10495 3.09169 2.16655
2 C -1.96848 3.07766 0.70471
3 C -1.42877 1.78082 0.10739
4 C -1.08204 1.91657 -1.37552
5 C 0.24024 2.63781 -1.64401
6 P 1.78032 1.93332 -0.92570
7 N 2.50788 3.59213 -0.66735
8 C 1.32871 0.12006 -1.22218
9 C 2.50779 -0.82196 -0.96894
10 C 2.79700 -1.11924 0.51371
11 N 1.60758 -1.49403 1.26657
12 C 1.03403 -2.78659 0.91617
13 C -0.46473 -2.77324 0.74553
14 C -1.28441 -2.03502 1.59062
15 C -2.67064 -2.07309 1.47938
16 C -3.26435 -2.84151 0.48210
17 C -2.46675 -3.58078 -0.38269
18 C -1.08384 -3.54343 -0.24716
19 O -0.32050 -4.32592 -1.10411
20 H -1.34840 2.56210 2.58633
21 H -2.95893 2.62135 2.44028
22 H -1.32635 3.91442 0.41848
23 H -2.95967 3.26962 0.28873
24 H -0.54658 1.47468 0.68349
25 H -2.16826 0.98712 0.23741
26 H -1.86866 2.51283 -1.85431
27 H -1.11037 0.94239 -1.86506
28 H 0.42487 2.71090 -2.71879
29 H 0.18334 3.66555 -1.28549
30 H 2.89443 1.70311 -1.77813
31 H 1.88513 1.68008 0.46784
32 H 3.48386 3.59260 -0.93949
33 H 2.47287 3.89103 0.30163
34 H 1.00656 0.02446 -2.26631
35 H 0.49316 -0.19005 -0.59352
36 H 3.43100 -0.39806 -1.38810
37 H 2.35680 -1.75902 -1.51371
38 H 3.20810 -0.22479 0.98845
39 H 3.58228 -1.88911 0.56239
40 H 1.78359 -1.42611 2.25685
41 H 1.29048 -3.54869 1.66254
42 H 1.49031 -3.12334 -0.01401
43 H -0.82580 -1.40789 2.34863
44 H -3.28503 -1.49528 2.15774
45 H -4.34261 -2.86981 0.38413
46 H -2.89993 -4.19028 -1.16426
47 H -0.01029 -3.78507 -1.83879


2.
A 3-piece molecular cluster, C14H28N4O11S overall in a non-equilibrium geometry, computed with ωB97M-V with the def2-TZVPD basis set.

The molecular weight comes out at 460.46 g mol⁻¹. Its HOMO energy is -0.2846 Eh.

Element x y z (Å)
1 N 1.46931 -1.65283 2.28084
2 N 1.78497 -0.26302 2.24276
3 C 1.63176 0.40767 1.15649
4 N 1.23422 -0.09511 -0.06812
5 C 1.72703 0.87167 -1.09205
6 C 2.36612 0.34272 -2.38965
7 O 3.21259 -0.57343 -2.34187
8 O 1.97959 0.91729 -3.41648
9 C 2.56300 1.84696 -0.23804
10 N 1.92558 1.78746 1.10098
11 C 0.77294 2.70490 1.13389
12 C -0.07109 2.59073 2.40997
13 C -1.24552 1.58632 2.31510
14 C -2.17501 1.77718 1.09870
15 S -2.39918 0.28253 0.12304
16 O -3.79108 0.04330 -0.06656
17 O -1.77328 -0.85592 0.75400
18 O -1.72811 0.47193 -1.30845
19 H 0.55521 -1.74791 1.83928
20 H 2.12117 -2.07132 1.61228
21 H 2.12764 0.16448 3.09183
22 H 0.21610 -0.07549 -0.01539
23 H 0.82895 1.39584 -1.44347
24 H 2.68357 2.85843 -0.61947
25 H 3.57304 1.44352 -0.08842
26 H 0.15024 2.64735 0.22812
27 H 1.19077 3.71557 1.11420
28 H 0.58284 2.23078 3.21560
29 H -0.41911 3.56968 2.75126
30 H -1.85987 1.72634 3.20930
31 H -0.82743 0.58042 2.40037
32 H -1.91174 2.62490 0.46008
33 H -3.17240 2.01387 1.47508
34 H -1.31659 -0.35992 -1.59916
35 C -6.70735 0.99501 -6.02140
36 O -7.15204 1.00436 -4.66477
37 C -6.43247 0.22956 -3.84949
38 O -5.48537 -0.43882 -4.16874
39 O -6.94556 0.32706 -2.62585
40 C -6.26293 -0.45914 -1.64154
41 H -7.36621 1.65644 -6.57785
42 H -5.68749 1.36929 -6.09491
43 H -6.77594 -0.00694 -6.44206
44 H -5.23018 -0.14294 -1.54339
45 H -6.31726 -1.51812 -1.89233
46 H -6.76716 -0.30009 -0.69183
47 C 6.20695 -3.15483 4.24758
48 O 6.26751 -3.60680 2.89544
49 C 5.43330 -2.97806 2.06727
50 O 4.66717 -2.09565 2.37625
51 O 5.58667 -3.48907 0.85437
52 C 4.74170 -2.88908 -0.13580
53 H 6.92696 -3.74060 4.81251
54 H 6.47897 -2.10243 4.31431
55 H 5.21429 -3.31905 4.66451
56 H 4.96402 -1.83017 -0.24287
57 H 3.69257 -3.03485 0.11571
58 H 4.94362 -3.38199 -1.08118


3.
C14H28N9O2OsPS2 as an isolated structure, computed with ωB97M-V with the def2-TZVPD basis set.

The molecular weight comes out at 639.78 g mol⁻¹. The calculation puts the energy above the lowest of the compared OMol25 structures with the same formula, charge and spin at 0.0 kJ/mol. As for the charge: +3. Its expectation value of S² is 8.764. Its HOMO energy (alpha / beta) is -0.6075 / -0.6190 Eh. As for the multiplicity: 6.

Element x y z (Å)
1 Os -0.42739 -0.47043 0.64013
2 C -3.97825 3.30430 -1.07992
3 C -4.55455 2.46438 0.02959
4 O -3.57244 1.45655 0.53935
5 P -2.23852 1.77719 1.24979
6 S -1.83792 0.18350 2.47686
7 S -0.66107 1.83063 -0.06858
8 O -2.45022 3.10287 1.99380
9 C -1.47945 3.92748 2.74783
10 C -1.55458 5.34057 2.24206
11 H -4.75790 3.97412 -1.44415
12 H -3.64379 2.68778 -1.91396
13 H -3.14982 3.92587 -0.73442
14 H -5.37545 1.84382 -0.30719
15 H -4.87438 3.05019 0.88442
16 H -0.49124 3.48866 2.61446
17 H -1.77596 3.83976 3.78651
18 H -1.17667 5.42391 1.22281
19 H -0.95077 5.97880 2.88880
20 H -2.58096 5.70462 2.27538
21 N 5.55683 1.20243 0.92966
22 C 4.39109 0.72861 1.77123
23 C 3.14968 0.45699 0.91990
24 N 2.00113 0.04475 1.74120
25 H 6.37785 1.38813 1.50999
26 H 5.34303 2.06772 0.43086
27 H 5.83502 0.50843 0.23359
28 H 4.20734 1.50247 2.51124
29 H 4.72467 -0.16908 2.28465
30 H 3.35439 -0.33061 0.19116
31 H 2.86961 1.35545 0.36529
32 H 1.76406 0.76593 2.41694
33 H 2.21424 -0.79650 2.26739
34 N -2.82691 -3.42345 -3.33149
35 N -2.79127 -2.68692 -2.18337
36 N -3.80097 -2.68816 -1.33545
37 C -3.31797 -1.93751 -0.35786
38 N -2.07913 -1.51240 -0.64226
39 N -1.74511 -2.01813 -1.83135
40 H -3.78425 -3.62642 -3.57821
41 H -2.26775 -2.99691 -4.05432
42 H -3.87287 -1.68150 0.53300
43 N 1.23124 -4.43099 0.15260
44 C 0.61179 -3.48372 0.85419
45 N 0.68324 -2.30586 0.24884
46 C 1.36834 -2.52610 -0.96318
47 C 1.67866 -1.65577 -2.00727
48 C 2.36532 -2.18078 -3.08136
49 C 2.73858 -3.53807 -3.12054
50 C 2.42701 -4.40607 -2.09688
51 C 1.72932 -3.86512 -1.02040
52 H 1.32067 -5.39639 0.43581
53 H 0.12815 -3.66996 1.80248
54 H 1.36059 -0.61908 -1.99256
55 H 2.61204 -1.54501 -3.92346
56 H 3.27112 -3.91203 -3.98548
57 H 2.70259 -5.45295 -2.13817


4.
C14H28O14Rb2 as an isolated structure in a non-equilibrium geometry, computed with ωB97M-V with the def2-TZVPD basis set.

The molecular weight comes out at 591.30 g mol⁻¹. The calculation puts the energy above the lowest of the compared OMol25 structures with the same formula, charge and spin at 0.0 kJ/mol. Its HOMO energy is -0.2039 Eh.

Element x y z (Å)
1 Rb 28.83086 -29.41242 34.87624
2 Rb 24.14996 -27.07505 30.35235
3 O 26.67514 -28.83121 31.00267
4 C 26.18102 -28.94455 32.24131
5 C 25.85118 -30.26939 32.90716
6 O 26.83488 -30.94247 33.52849
7 H 25.24102 -28.32167 32.34529
8 H 26.86191 -28.37324 32.97958
9 H 25.35107 -30.88383 32.11079
10 H 24.96214 -30.05225 33.59091
11 C 22.26478 -35.79100 29.39523
12 O 22.48948 -34.57302 30.12793
13 C 23.48819 -34.62029 31.01869
14 O 24.30787 -35.49431 31.10497
15 O 23.39385 -33.54659 31.78880
16 C 24.48493 -33.36284 32.73266
17 H 22.61093 -36.63368 29.98128
18 H 22.72030 -35.69169 28.41520
19 H 21.18435 -35.86078 29.27435
20 H 24.49881 -34.21993 33.40471
21 H 24.20155 -32.48754 33.30815
22 H 25.44318 -33.19116 32.25569
23 C 26.37550 -31.76410 36.03760
24 O 26.35788 -31.96901 37.48156
25 C 27.17647 -31.21143 38.18175
26 O 27.92100 -30.36819 37.73378
27 O 27.08240 -31.54248 39.46749
28 C 27.54676 -30.56842 40.39282
29 H 26.05647 -30.75616 35.79096
30 H 25.69651 -32.48298 35.60251
31 H 27.37120 -31.93688 35.64490
32 H 28.49554 -30.14077 40.06497
33 H 27.74141 -31.05279 41.34596
34 H 26.79701 -29.79138 40.53304
35 C 18.74636 -31.63181 33.29618
36 O 20.14872 -31.62994 33.13340
37 C 20.62152 -30.99593 32.05023
38 O 19.95769 -30.47163 31.19328
39 O 21.93896 -31.06755 32.07962
40 C 22.57614 -30.45482 30.94618
41 H 18.48599 -31.05279 34.18623
42 H 18.41973 -32.65745 33.45929
43 H 18.23441 -31.20640 32.43726
44 H 22.37097 -29.38535 31.00105
45 H 22.14672 -30.89075 30.04330
46 H 23.63991 -30.67215 30.94992
47 C 24.24967 -26.61368 34.55673
48 O 23.09156 -27.41705 34.69785
49 C 22.31471 -27.58745 33.64278
50 O 22.47838 -27.07703 32.55888
51 O 21.31413 -28.41177 33.89014
52 C 21.32906 -29.22946 35.05250
53 H 25.04762 -27.06908 35.13287
54 H 24.04417 -25.59986 34.90935
55 H 24.58530 -26.54137 33.52562
56 H 22.29028 -29.72956 35.17668
57 H 20.57769 -30.00038 34.91773
58 H 21.10655 -28.66327 35.95710


For each record above, in turn, the calculated electronic energy values are -1131.03959; -1995.01394; -2421.02366; -1651.71010 Ha.